[1]
An isolated molecule of C5H9N3, computed with wB97M-V/def2-TZVPD.

CARTESIAN COORDINATES (ANGSTROEM)
C 0.102879 0.371387 -1.073995
C -0.825859 1.109506 -0.162561
C 0.482441 -0.982228 -0.523683
N -0.537718 -1.629057 0.167229
C -0.408586 1.212035 1.256005
C 1.699962 -1.492444 -0.657581
N -1.888530 1.623787 -0.624679
N 0.811891 1.215345 1.549197
H -0.387732 -2.621034 0.314012
H -1.468836 -1.423996 -0.178378
H -2.454095 2.122426 0.059000
H 1.036126 1.324352 2.533479
H -0.374591 0.271489 -2.051294
H 1.008241 0.966150 -1.183708
H -1.235749 1.337675 1.972038
H 1.942055 -2.472303 -0.279725
H 2.498103 -0.933089 -1.115356

Forces on atoms 1 to 3 (eV/Å):
0.167 -0.179 -0.042
-0.263 0.115 -0.228
0.181 0.044 -0.190

For the HOMO energy, the calculation gives -0.302 Ha. The value obtained for the maximum force is 0.9 eV Å⁻¹. The SMILES is [H]/N=C(\C=N\[H])CC(=C)N. As for the total charge: 0. As for the HOMO-LUMO gap: 8.85 eV.

[2]
C33H26AsF6IrN4O2S2 as an isolated structure at a distorted geometry, computed with wB97M-V/def2-TZVPD.

CARTESIAN COORDINATES (ANGSTROEM)
Ir -0.225501 -0.111607 0.849576
C -2.987585 -2.900223 -0.769105
N -2.235041 -1.737106 -1.255135
C -3.067829 -0.570847 -1.440713
C -2.312351 0.735026 -1.369943
N -1.801667 1.116839 -0.015367
C -1.142917 2.464492 -0.165594
C -2.940647 1.198680 0.918576
C -3.872737 2.205007 0.796664
C -4.961659 2.264342 1.659153
C -5.139277 1.303551 2.646679
C -4.226558 0.276088 2.761152
C -3.111925 0.218863 1.909236
S -1.957602 -1.041986 2.138516
C -1.242466 -1.994377 -2.205128
C -1.286688 -1.515925 -3.510521
C -0.290700 -1.855945 -4.415895
C 0.755029 -2.704271 -4.052116
C 0.820449 -3.180310 -2.760794
C -0.130991 -2.778545 -1.802128
S 0.184918 -3.046880 -0.149691
H -3.910408 -3.033156 -1.347192
H -3.248511 -2.773129 0.282780
H -2.392670 -3.803674 -0.865830
H -3.822777 -0.588549 -0.651716
H -3.625352 -0.591664 -2.387305
H -2.993957 1.530488 -1.679616
H -1.450946 0.742195 -2.039108
H -1.809296 3.151219 -0.689007
H -0.236673 2.331146 -0.747307
H -0.896175 2.863850 0.811903
H -3.757403 2.971994 0.042727
H -5.668765 3.077262 1.559594
H -5.976100 1.366683 3.329330
H -4.330005 -0.479367 3.530510
H -2.110526 -0.894537 -3.839055
H -0.349701 -1.481352 -5.430344
H 1.514689 -2.975819 -4.774322
H 1.637664 -3.815875 -2.441105
N 4.984756 1.015186 -7.593766
C 4.409690 0.913429 -6.603525
C 3.678358 0.778447 -5.363283
C 2.656887 1.674991 -5.058696
C 1.959301 1.545261 -3.872212
C 2.271990 0.521351 -2.973017
C 3.299429 -0.373385 -3.291564
C 3.999646 -0.246315 -4.476656
C 1.553678 0.388159 -1.738712
C 0.912744 0.227649 -0.716245
H 2.417914 2.467710 -5.754935
H 1.164600 2.237535 -3.626671
H 3.539440 -1.164798 -2.594137
H 4.796278 -0.935562 -4.724448
F -0.549023 1.531985 2.638690
As -0.669871 2.808060 3.910038
F 0.959868 2.467206 4.321657
F -1.213243 1.582317 4.987111
F -2.304698 3.060492 3.400619
F -0.793282 4.031696 5.097377
F -0.150365 3.923595 2.701389
O 0.604679 -2.680659 2.942770
C 1.373418 -1.750983 2.890982
N 1.275264 -0.664614 2.014373
C 2.320198 0.269709 2.277275
O 2.504792 1.291598 1.681572
C 3.120305 -0.295633 3.402281
C 4.220495 0.213347 4.054809
C 4.768211 -0.557434 5.075311
C 4.221669 -1.793087 5.417719
C 3.104780 -2.292059 4.753675
C 2.572375 -1.514620 3.748268
H 4.630945 1.178634 3.787755
H 5.628716 -0.188105 5.618303
H 4.668067 -2.368687 6.218020
H 2.662676 -3.245016 5.015541

Forces on atoms 1 to 3 (eV/Å):
0.100 -1.330 0.057
0.027 0.083 0.023
0.036 -0.157 -0.075

The multiplicity is 5. For the HOMO energy (alpha / beta), the calculation gives -0.317 / -0.325 Ha. The value obtained for the maximum force is 1.3 eV Å⁻¹. As for the total charge: 0. As for the HOMO-LUMO gap (alpha / beta): 8.37 / 5.56 eV. As for the expectation value of S²: 6.057.

[3]
An isolated ion of composition C4H8NOS and charge -1 at a distorted geometry, computed with wB97M-V/def2-TZVPD.

CARTESIAN COORDINATES (ANGSTROEM)
O 1.041214 -2.570280 -0.485314
C 0.608756 -1.455219 -0.656726
N -0.152920 -0.812545 0.328722
C -0.541547 0.616797 0.403480
C -1.011578 1.231505 1.787754
S -1.151964 3.124488 1.712105
C 1.190836 -0.660436 -1.816849
H -0.406466 -1.483433 0.982635
H -1.496524 0.680771 -0.161585
H 0.277653 1.192214 -0.046569
H -0.418379 0.890815 2.657930
H -2.116778 1.036887 1.817359
H 0.517272 -0.980292 -2.733272
H 1.593980 0.348141 -1.729487
H 2.066447 -1.159413 -2.060184

Forces on atoms 1 to 3 (eV/Å):
-0.506 -1.682 -0.040
0.683 3.203 2.107
1.506 0.118 -2.481

For the HOMO energy, the calculation gives -0.096 Ha. The value obtained for the maximum force is 3.9 eV Å⁻¹. The SMILES is CC(=O)NCC[S-]. As for the total charge: -1. As for the HOMO-LUMO gap: 6.11 eV.